Entry 1:
{"formula": "C4H10N2O2", "method": "ωB97M-V/def2-TZVPD", "symbols": ["C", "C", "N", "O", "H", "H", "H", "H", "H", "C", "C", "N", "O", "H", "H", "H", "H", "H"], "xyz": [[1.099, 3.281, -1.367], [0.600, 1.958, -1.022], [1.585, 1.011, -0.780], [-0.538, 1.450, -1.039], [0.728, 3.561, -2.398], [2.226, 3.160, -1.500], [0.689, 4.136, -1.028], [1.284, 0.197, -0.124], [2.611, 1.434, -0.485], [-1.321, -3.142, 1.603], [-0.655, -1.882, 1.010], [-1.454, -1.010, 0.364], [0.636, -1.674, 1.185], [-2.307, -3.357, 1.598], [-1.117, -3.197, 2.626], [-0.688, -4.073, 1.212], [-0.933, -0.229, 0.015], [-2.534, -1.132, 0.483]], "forces_ev_per_angstrom": [[2.2, -1.5, -4.4], [-1.2, -4.1, 0.7], [3.5, 0.7, 2.8], [0.5, 2.2, 0.0], [0.5, -1.2, 0.2], [-1.6, 1.1, 0.6], [-0.9, 2.6, 2.9], [0.7, 1.6, -1.6], [-3.6, -1.6, -0.9], [5.4, -1.3, -1.5], [3.1, 0.0, 1.3], [-1.8, -1.9, 1.3], [-5.2, -0.7, -1.1], [-3.4, -0.1, -1.2], [0.8, 0.3, 1.8], [-1.5, 2.0, 0.5], [-0.7, 1.2, -0.6], [3.2, 0.8, -0.7]], "mulliken_charge": [-0.956, 0.802, -0.461, -0.729, 0.256, 0.227, 0.358, 0.173, 0.263, -1.085, 0.718, -0.276, -0.670, 0.422, 0.334, 0.228, 0.141, 0.255], "orbital_gap_ev": 10.46, "largest_force_ev_per_a": 5.71, "smiles": "CC(N)=O.CC(N)=O", "e_lumo_ev": 0.80, "relative_energy_kj_mol": 237.8}

Entry 2:
{"formula": "C24H61BN3O4P2S", "method": "ωB97M-V/def2-TZVPD", "symbols": ["C", "C", "S", "C", "P", "C", "C", "C", "C", "C", "C", "C", "C", "C", "O", "B", "O", "O", "P", "N", "O", "H", "H", "H", "H", "H", "H", "H", "H", "H", "H", "H", "H", "H", "H", "H", "H", "H", "H", "H", "H", "H", "H", "H", "H", "H", "H", "H", "H", "H", "H", "H", "C", "C", "N", "C", "C", "C", "C", "H", "H", "H", "H", "H", "H", "H", "H", "H", "H", "H", "H", "H", "H", "H", "C", "C", "N", "C", "C", "C", "C", "H", "H", "H", "H", "H", "H", "H", "H", "H", "H", "H", "H", "H", "H", "H"], "xyz": [[4.113, 0.083, 6.166], [2.982, 1.275, 6.470], [3.120, 2.555, 5.114], [1.501, 3.158, 4.480], [1.072, 3.067, 2.649], [1.219, 5.010, 2.633], [2.862, 2.790, 2.018], [3.886, 4.034, 2.087], [5.459, 3.691, 1.665], [5.886, 2.126, 1.724], [5.703, 4.171, 0.081], [0.241, 2.985, 0.964], [1.081, 3.780, -0.374], [0.963, 2.920, -1.885], [0.162, 4.315, -1.527], [1.074, 1.109, 2.745], [1.354, 0.238, 1.544], [0.986, 0.297, 3.967], [-1.049, 3.195, 3.319], [-1.216, 4.317, 4.731], [-1.636, 1.679, 3.936], [4.435, 0.214, 5.036], [5.103, 0.239, 6.799], [3.658, -0.996, 6.267], [1.904, 0.802, 6.541], [3.235, 1.754, 7.533], [0.678, 2.545, 5.104], [1.372, 4.225, 5.010], [1.961, 5.458, 3.415], [1.551, 5.468, 1.622], [0.163, 5.515, 2.868], [2.924, 2.407, 0.884], [3.283, 1.783, 2.516], [3.644, 4.944, 1.349], [3.951, 4.517, 3.164], [6.203, 4.351, 2.299], [6.983, 1.962, 1.281], [5.185, 1.428, 1.056], [5.830, 1.716, 2.819], [6.809, 3.930, -0.282], [5.520, 5.311, -0.091], [5.000, 3.567, -0.664], [-0.704, 3.723, 0.981], [-0.192, 1.990, 0.570], [2.167, 4.368, -0.139], [1.919, 3.122, -2.529], [0.269, 1.977, -1.939], [0.426, -0.074, 1.272], [1.782, -0.340, 3.900], [-2.098, 4.875, 4.526], [-1.397, 3.795, 5.614], [-2.091, 1.824, 4.823], [-1.928, -0.581, -7.767], [-1.751, -1.338, -6.455], [-0.672, -0.816, -5.611], [-0.316, -1.711, -4.506], [-1.374, -1.968, -3.438], [-0.748, 0.604, -5.264], [-2.000, 1.090, -4.541], [-0.990, -0.541, -8.331], [-2.672, -1.088, -8.391], [-2.283, 0.442, -7.605], [-1.520, -2.378, -6.718], [-2.708, -1.356, -5.923], [0.595, -1.342, -4.017], [-0.027, -2.679, -4.934], [-1.497, -1.110, -2.776], [-1.063, -2.808, -2.812], [-2.344, -2.229, -3.865], [-0.641, 1.189, -6.186], [0.131, 0.884, -4.670], [-2.921, 0.703, -4.986], [-2.052, 2.182, -4.593], [-1.984, 0.826, -3.481], [-3.726, -7.867, -2.281], [-3.374, -6.441, -1.869], [-4.519, -5.666, -1.383], [-4.241, -4.230, -1.269], [-3.188, -3.795, -0.254], [-5.271, -6.247, -0.269], [-4.508, -6.553, 1.016], [-4.534, -7.878, -3.020], [-2.852, -8.349, -2.733], [-4.027, -8.478, -1.424], [-2.967, -5.946, -2.759], [-2.565, -6.473, -1.132], [-5.176, -3.695, -1.058], [-3.929, -3.867, -2.256], [-3.561, -3.861, 0.769], [-2.926, -2.749, -0.429], [-2.267, -4.374, -0.334], [-5.736, -7.177, -0.616], [-6.123, -5.599, -0.024], [-3.553, -7.053, 0.831], [-5.104, -7.222, 1.645], [-4.324, -5.651, 1.603]], "forces_ev_per_angstrom": [[0.0, 0.6, -0.8], [0.0, -1.1, 1.3], [0.5, -0.6, 0.6], [-1.3, 0.5, 5.0], [1.3, -0.1, 0.1], [-0.8, 2.7, -0.4], [2.5, -1.1, -2.1], [1.7, 0.7, 0.4], [0.3, 0.1, -1.6], [0.1, -0.5, -0.2], [0.2, -0.6, -0.3], [-1.3, 3.5, -4.5], [-0.8, -2.5, -2.5], [0.0, 3.7, 3.6], [3.5, -3.6, 1.5], [0.1, -3.7, 0.6], [-2.4, 0.7, 1.0], [2.3, 0.1, -1.9], [-3.2, 1.1, 0.8], [-1.8, -0.4, -0.2], [-0.2, 1.0, 1.7], [-0.7, -0.3, 2.2], [-2.2, -0.5, -1.1], [1.0, 2.1, 0.1], [2.1, 1.0, -0.4], [-0.6, -1.0, -2.3], [1.9, 0.9, -1.5], [0.2, -2.2, -1.6], [-1.4, -1.0, -1.4], [-0.7, -0.8, 1.5], [2.1, -1.0, -0.4], [-0.6, 1.0, 2.1], [-0.5, 2.5, -0.6], [0.0, -2.1, 1.6], [-0.3, -1.1, -2.1], [-1.5, -1.4, -1.1], [-2.3, 0.5, 1.1], [1.3, 1.7, 1.5], [0.2, 0.8, -2.0], [-2.2, 0.5, 0.9], [0.2, -2.1, 0.5], [1.3, 1.3, 1.7], [2.0, -1.7, 0.0], [1.0, 1.5, 0.6], [-3.4, -1.5, -1.0], [-2.4, -0.6, 0.9], [1.6, 2.1, 0.0], [2.1, 0.5, 0.6], [-2.0, 1.1, 0.0], [1.5, -1.1, 0.5], [0.4, 0.6, -0.7], [1.0, -0.3, -1.8], [0.0, 0.1, 0.0], [0.3, 0.2, 0.0], [0.3, -0.3, 0.1], [0.1, 0.0, -0.3], [0.0, 0.0, 0.3], [0.0, 0.1, -0.3], [-0.1, 0.2, 0.2], [-0.1, 0.0, 0.1], [0.1, 0.0, 0.1], [0.1, -0.1, 0.0], [0.1, 0.1, 0.3], [-0.2, 0.0, 0.0], [-0.2, 0.2, -0.2], [-0.1, 0.1, -0.1], [-0.1, -0.1, -0.1], [0.0, 0.0, 0.0], [0.0, 0.1, 0.0], [0.0, -0.2, 0.0], [-0.1, -0.3, -0.1], [0.1, 0.0, 0.0], [0.0, -0.1, 0.0], [-0.1, 0.0, -0.1], [-0.1, -0.1, 0.1], [-0.3, 0.0, 0.0], [-0.1, 0.3, -0.1], [0.0, -0.1, -0.2], [0.0, 0.2, 0.2], [-0.1, -0.3, -0.3], [0.0, 0.0, 0.4], [0.1, 0.0, 0.1], [-0.1, 0.1, 0.1], [0.0, 0.0, -0.1], [-0.1, 0.2, 0.2], [0.2, -0.1, 0.0], [0.0, -0.3, 0.0], [0.0, -0.2, 0.0], [0.1, 0.0, 0.0], [0.0, 0.0, 0.0], [0.0, 0.0, 0.0], [0.1, 0.1, -0.1], [0.2, 0.1, -0.2], [-0.1, 0.1, 0.0], [0.0, 0.0, -0.1], [0.1, -0.1, -0.1]], "mulliken_charge": [-0.769, -0.256, -0.150, -0.952, 1.640, -1.304, -1.133, -0.323, 0.112, -0.949, -1.100, -1.045, 0.559, -0.594, -0.537, 1.323, -0.692, -0.740, -0.062, -0.705, -0.454, 0.140, 0.250, 0.232, 0.191, 0.338, 0.198, 0.429, 0.267, 0.364, 0.289, 0.258, 0.158, 0.045, 0.174, 0.243, 0.359, 0.182, 0.155, 0.362, 0.313, 0.152, 0.376, -0.041, 0.076, 0.241, 0.115, 0.237, 0.255, 0.264, 0.261, 0.245, -1.418, -0.292, 0.160, -1.037, -0.595, -0.674, -0.942, 0.330, 0.433, 0.285, 0.418, 0.222, 0.347, 0.428, 0.116, 0.410, 0.268, 0.346, 0.333, 0.306, 0.377, 0.194, -1.444, -0.251, 0.075, -0.586, -1.012, -0.709, -0.944, 0.328, 0.435, 0.296, 0.374, 0.259, 0.314, 0.299, 0.306, 0.403, 0.244, 0.394, 0.328, 0.236, 0.372, 0.276], "orbital_gap_ev": 5.32, "largest_force_ev_per_a": 5.82, "total_charge": -1, "e_lumo_ev": 2.19}

Entry 3:
{"formula": "C8H13N2O2P", "method": "ωB97M-V/def2-TZVPD", "symbols": ["N", "P", "O", "C", "N", "O", "C", "C", "C", "C", "C", "C", "C", "H", "H", "H", "H", "H", "H", "H", "H", "H", "H", "H", "H", "H"], "xyz": [[-1.319, 2.124, 0.493], [-1.573, 0.666, -0.024], [-0.933, 0.497, -1.531], [-3.238, -0.194, -0.304], [-2.886, -1.635, -0.529], [-0.826, -0.226, 1.060], [0.397, 0.365, 1.639], [1.595, 0.187, 0.708], [2.205, -1.015, 0.583], [3.363, -1.097, -0.198], [3.784, 0.049, -0.815], [3.098, 1.280, -0.694], [1.977, 1.373, 0.078], [-1.601, 2.843, -0.087], [-1.498, 0.244, -2.242], [-3.861, 0.190, 0.531], [-3.695, 0.131, -1.228], [-3.769, -2.081, -0.529], [-2.173, -2.085, 0.007], [0.431, -0.288, 2.490], [0.109, 1.336, 1.914], [1.793, -1.858, 1.066], [3.931, -1.989, -0.375], [4.641, 0.180, -1.566], [3.360, 2.202, -1.313], [1.282, 2.124, 0.337]], "forces_ev_per_angstrom": [[-0.4, -2.3, 0.9], [0.0, 1.6, -1.2], [0.9, 0.2, 1.7], [2.6, 0.0, 1.0], [-1.1, 1.9, -0.5], [-0.6, -0.5, -1.4], [-0.2, -2.8, -0.6], [-2.0, 1.6, 1.6], [1.2, -0.2, -0.7], [-0.1, 0.2, -0.1], [1.2, 2.5, -2.1], [0.2, 1.6, -1.4], [0.3, -2.3, 0.8], [-0.7, 1.8, -1.4], [-0.8, -0.6, -0.6], [0.1, -1.0, -0.1], [0.0, 0.5, -0.2], [-0.4, -1.3, 0.1], [0.0, 0.2, 0.8], [0.7, 0.0, 0.7], [0.3, 1.4, 0.3], [-0.3, -0.9, 0.5], [-0.1, -0.5, 0.2], [-1.0, -1.1, 1.4], [0.2, -1.5, 0.9], [0.0, 1.6, -0.6]], "mulliken_charge": [-0.831, 1.078, -0.531, -0.676, -0.472, -0.362, -1.504, 0.941, -0.337, -0.644, -0.242, -0.517, -0.415, 0.194, 0.303, 0.339, 0.368, 0.211, 0.228, 0.382, 0.564, 0.481, 0.399, 0.242, 0.259, 0.539], "orbital_gap_ev": 9.70, "largest_force_ev_per_a": 3.44, "smiles": "N=[P@](O)(CN)OCc1ccccc1", "e_lumo_ev": 0.76, "relative_energy_kj_mol": 111.6}

no.,E_HOMO (eV)
1,-9.66
2,-3.13
3,-8.93